1 | Density functional theory data (ωB97M-V/def2-TZVPD) for C7H17N in the gas phase.

Cartesian coordinates (Å):
C 0.7068 0.6489 0.7900
N -0.1550 -0.2807 1.4398
C 0.2451 -0.5808 2.8639
C 1.1068 -1.8610 2.9282
C 0.0907 1.5210 -0.2364
C -1.2535 -0.0855 -3.5320
C -0.2637 0.0433 -2.3707
C -0.8579 1.0405 -1.2889
H 1.6498 0.2082 0.4165
H 1.1305 1.4274 1.6081
H -0.0076 -1.2126 1.0710
H 0.7297 0.3245 3.2505
H -0.6498 -0.8216 3.4728
H 1.8889 -1.9282 2.1400
H 1.6447 -1.7713 3.8751
H 0.5823 -2.7886 2.9235
H -0.5644 2.2917 0.2714
H 0.7820 2.2082 -0.7600
H -2.0820 -0.7116 -3.1849
H -0.9615 -0.8852 -4.2470
H -1.5753 0.8479 -4.0276
H 0.7017 0.5579 -2.6752
H 0.1262 -0.8267 -1.8639
H -1.8509 0.7278 -0.9373
H -1.1634 1.9066 -1.9268

The SMILES is CCCCCNCC. As for the gap between HOMO and LUMO: 0.36472 hartree. The LUMO energy comes out at 1.09 eV.

***

2 | Density functional theory data (ωB97M-V/def2-TZVPD) for a molecular structure, C7H17N.

Cartesian coordinates (Å):
C -0.8073 -0.1783 1.8719
C -1.3526 0.3733 0.3956
C -2.3372 -0.7463 -0.2751
N -0.5233 1.1964 -0.5115
C 0.2375 0.0818 -0.6600
C 1.7588 0.1090 -0.3845
C 2.3785 -1.1942 0.2019
C 2.1355 1.4117 0.3489
H -1.6306 -0.5922 2.4653
H -0.2275 -1.0496 1.8015
H -0.3321 0.5920 2.4069
H -2.1423 1.0883 0.6484
H -2.9178 -0.3106 -1.1260
H -3.0795 -0.8077 0.4741
H -1.8348 -1.5917 -0.6077
H 0.1097 -0.7714 -1.4611
H -3.3144 0.9188 -3.0785
H -2.6871 1.1322 -3.4991
H 2.2200 0.1224 -1.3368
H 1.6210 -2.0799 0.0781
H 2.7507 -1.2506 1.2431
H 3.1586 -1.5728 -0.5071
H 2.0031 2.2664 -0.2472
H 3.1894 1.4085 0.5185
H 1.6234 1.4443 1.2404

As for the gap between HOMO and LUMO: 0.29377 hartree. The LUMO energy comes out at 0.14 eV.

***

Which of them is the most stable? Correct choice: 1.

***

1 | Density functional theory data (ωB97M-V/def2-TZVPD) for 2 unconnected molecules or ions with the total composition C3H11N3OS.

Cartesian coordinates (Å):
C -2.6571 -1.9189 -0.2943
C 2.3393 1.3800 -0.4716
C 1.5375 2.3226 1.5674
N -1.9027 -1.2679 0.7986
N 0.2961 -0.8883 -0.9948
N 2.1463 1.4031 0.9704
O -1.5208 0.7189 -0.7932
S -0.6927 -0.0501 0.1359
H -2.9528 -3.0463 -0.0301
H -2.1565 -2.0147 -1.2960
H -3.6328 -1.4076 -0.2547
H 2.1902 0.2662 -0.7809
H 1.5220 2.1248 -0.9827
H 3.4392 1.7256 -0.7473
H 1.1077 3.2424 1.1271
H -1.0966 -1.7256 1.3104
H 1.3279 2.1777 2.6460
H -0.2872 -1.5834 -1.4496
H 0.9932 -1.4586 -0.4606

As for the gap between HOMO and LUMO: 0.36445 hartree. The LUMO energy comes out at 0.53 eV.

***

2 | Density functional theory data (ωB97M-V/def2-TZVPD) for C3H11N3OS in the gas phase.

Cartesian coordinates (Å):
C -0.9928 1.0562 2.2386
C 0.9563 -2.1108 -0.0596
C -0.4849 -0.6769 -1.4378
N -0.4664 0.5684 0.9939
N 1.3270 1.9116 -0.4026
N 0.7914 -0.7649 -0.7094
O -0.0437 -2.4727 0.8336
S 0.9769 0.4931 0.5208
H -2.0363 0.7508 2.2382
H -0.8857 2.1670 2.2305
H -0.4708 0.6433 3.2169
H -0.2182 -1.6001 1.2336
H 1.1575 -2.8399 -0.9375
H 1.9058 -2.1714 0.4000
H -1.3986 -0.6285 -0.6757
H -0.5762 0.2151 -2.2081
H -0.6634 -1.7436 -1.7523
H 2.2268 2.2449 -0.0648
H 1.2289 1.8285 -1.3685

As for the gap between HOMO and LUMO: 0.33338 hartree. The LUMO energy comes out at 0.57 eV.

***

3 | Density functional theory data (ωB97M-V/def2-TZVPD) for C3H11N3OS in the gas phase.

Cartesian coordinates (Å):
C 1.1637 2.0613 1.6846
C 0.4646 -2.1374 -0.6788
C -1.3128 -0.9319 0.4876
N 0.2499 1.5363 0.6945
N 0.0400 0.6789 -1.7419
N 0.1002 -1.0580 0.2014
O 2.4304 0.3144 -0.4746
S 0.7291 0.4243 -0.2201
H 0.8667 1.7413 2.6850
H 1.1447 3.1499 1.6319
H 2.1780 1.7133 1.4790
H 1.5265 -2.0324 -0.8842
H 0.2754 -3.0877 -0.1799
H -0.0945 -2.1088 -1.6221
H -1.4470 -0.0391 1.0943
H -1.9060 -0.8383 -0.4297
H -1.6446 -1.8080 1.0443
H 0.7882 0.8049 -2.4097
H -0.5288 1.5142 -1.7014

The SMILES is CN=[S@@](N)(=O)N(C)C. As for the gap between HOMO and LUMO: 0.37151 hartree. The LUMO energy comes out at 0.80 eV.

***

Which of them is the most stable? Correct choice: 3.

***

1 | Density functional theory data (ωB97M-V/def2-TZVPD) for 2 unconnected molecules or ions with the total composition C12H17N.

Cartesian coordinates (Å):
C -2.5243 0.6085 -0.6601
C -3.4903 0.7078 -1.8923
C -1.0462 0.7681 -1.1056
H -2.5894 1.3841 0.0912
H -2.6742 -0.3833 -0.2738
H -3.8396 1.7056 -2.0980
H -0.9268 1.8049 -1.4790
H -4.2633 -0.0529 -1.7511
H -2.9609 0.3307 -2.7741
H -0.2400 0.6341 -0.3734
H -0.6484 0.1268 -1.8995
C 1.9136 2.2288 1.6164
C 1.5721 -0.1888 0.6026
C 1.3183 0.8345 1.5998
C 0.8349 -1.3427 1.0677
C 0.4713 0.2961 2.4938
C 2.3725 -0.4376 -0.5315
C 2.1835 -1.6291 -1.1910
C 1.1783 -2.5602 -0.9458
C 0.5187 -2.4774 0.2736
N 0.0212 -0.9456 2.1558
H 3.0815 0.2839 -0.8995
H 2.7638 -1.7801 -2.1138
H 1.0641 -3.3627 -1.6603
H 2.8875 2.0179 2.0741
H 1.3161 2.9225 2.2291
H 0.1991 0.7615 3.4403
H -0.2535 -1.5872 2.8811
H -0.2518 -3.1904 0.5538
H 2.0123 2.5224 0.5696

The SMILES is Cc1c[nH]c2ccccc12.CCC. As for the gap between HOMO and LUMO: 0.32428 hartree. The LUMO energy comes out at 0.92 eV.

***

2 | Density functional theory data (ωB97M-V/def2-TZVPD) for 2 unconnected molecules or ions with the total composition C12H17N.

Cartesian coordinates (Å):
C 1.1948 1.6564 -0.9628
C 1.8632 2.8545 -1.7299
C 1.9230 1.3275 0.3187
H 0.1415 1.9058 -0.8828
H 1.3495 0.8005 -1.6226
H 1.1836 3.2020 -2.4959
H 2.9649 1.6539 0.3460
H 1.4823 1.7180 1.2402
H 2.7460 2.4289 -2.2092
H 2.1958 3.5982 -1.0110
H 1.9009 0.2806 0.4751
C -2.7269 1.0044 0.6116
C -0.6138 -1.9571 -0.2515
C -0.9825 -0.9108 0.6222
C -2.0104 -0.1442 -0.0125
C -2.2060 -0.7189 -1.2344
C 0.4215 -2.8559 -0.0195
C 0.9507 -2.9009 1.2535
C -0.4401 -0.9920 1.9265
C 0.4698 -1.9851 2.2065
N -1.4348 -1.8552 -1.3449
H -1.4280 -2.4377 -2.1582
H 0.7631 -3.4759 -0.8399
H -2.9103 -0.4337 -1.9942
H 1.8585 -3.4494 1.4526
H -0.6321 -0.2330 2.6651
H -3.8020 0.9505 0.5147
H -2.4261 1.9684 0.2038
H 0.7684 -2.0507 3.2466
H -2.5643 1.0510 1.6863

The SMILES is Cc1c[nH]c2ccccc12.CCC. As for the gap between HOMO and LUMO: 0.32101 hartree. The LUMO energy comes out at 0.90 eV.

***

Which of them is the most stable? Correct choice: 2.

***

1 | Density functional theory data (ωB97M-V/def2-TZVPD) for C25H25ClN4O5 in the gas phase.

Cartesian coordinates (Å):
C 2.3887 5.0848 -1.8544
H 1.7566 5.5936 -1.1204
O 2.6205 3.7450 -1.4942
C 3.2108 3.4829 -0.2971
C 3.7084 4.4558 0.5637
C 4.3149 4.0936 1.7543
C 4.4392 2.7624 2.1033
C 3.9416 1.7907 1.2525
C 3.3266 2.1321 0.0599
C 2.7552 1.0586 -0.8290
N 1.8335 0.2187 -0.0858
C 2.1036 -1.0809 0.2495
O 3.1300 -1.6576 -0.0221
C 0.9179 -1.6354 1.0111
C -0.1079 -0.5047 0.9881
C 0.5889 0.6567 0.3059
O 0.1447 1.7552 0.1042
H -0.4846 -0.2140 1.9686
C -1.2707 -1.0450 0.1173
N -1.1634 -2.4767 0.3134
H -1.6991 -3.0071 -0.3642
C 0.2490 -2.8414 0.3105
C 0.4404 -4.1646 1.0496
C 1.8809 -4.6731 0.9668
C 2.1804 -5.1407 -0.4529
O 1.6765 -6.1349 -0.9311
N 3.0518 -4.3640 -1.1251
H 3.2498 -4.5875 -2.0870
H 3.3501 -3.4692 -0.7661
H 2.5861 -3.9003 1.2696
H 1.9876 -5.5350 1.6268
H 0.1381 -4.0343 2.0903
H -0.2156 -4.9123 0.6002
H 0.6477 -2.9350 -0.7115
C -2.6150 -0.4680 0.4473
C -3.3679 -0.5445 1.5973
C -4.5873 0.1157 1.6264
C -5.0254 0.8387 0.5256
C -4.2879 0.9342 -0.6561
C -3.0781 0.2539 -0.6535
N -2.1617 0.1519 -1.6926
C -1.0738 -0.5867 -1.3487
O -0.1380 -0.8477 -2.0691
H -2.2651 0.6027 -2.5882
C -4.7312 1.7047 -1.8605
H -4.8383 1.0398 -2.7173
H -3.9948 2.4685 -2.1079
H -5.6851 2.1892 -1.6785
Cl -6.5538 1.6378 0.6507
H -5.2060 0.0743 2.5085
H -3.0250 -1.1112 2.4474
H 1.2283 -1.9062 2.0222
H 3.5419 0.4006 -1.2079
H 2.2154 1.5141 -1.6606
H 4.0331 0.7457 1.5129
H 4.9175 2.4814 3.0288
H 4.6937 4.8641 2.4092
H 3.6262 5.5020 0.3159
H 1.8687 5.0448 -2.8104
H 3.3261 5.6371 -1.9778

The SMILES is COc1ccccc1CN1C(=O)[C@H]2[C@@H](C1=O)[C@]1(N[C@@H]2CCC(N)=O)C(=O)Nc2c1ccc(Cl)c2C. As for the gap between HOMO and LUMO: 0.33895 hartree. The LUMO energy comes out at 0.54 eV.

***

2 | Density functional theory data (ωB97M-V/def2-TZVPD) for C25H25ClN4O5 in the gas phase.

Cartesian coordinates (Å):
N -2.5893 -4.7977 -1.1637
C -2.6750 -3.4660 -1.3448
O -3.6972 -2.9203 -1.7076
C -1.4121 -2.6837 -1.0322
H -1.3009 -1.9000 -1.7838
H -0.5269 -3.3176 -1.0469
C -1.5363 -2.0191 0.3497
N -2.8033 -1.3198 0.4410
C -3.1880 -0.7207 1.5853
O -2.6010 -0.8520 2.6363
C -4.3588 0.2442 1.3925
C -3.7047 1.4677 0.8156
C -3.8062 1.7764 -0.5352
C -3.0838 2.8249 -1.0789
C -2.2427 3.5623 -0.2629
C -2.1392 3.2820 1.0903
C -2.8708 2.2376 1.6207
H -2.7768 1.9942 2.6677
H -1.4840 3.8669 1.7163
Cl -1.2904 4.8395 -0.9448
H -3.1623 3.0585 -2.1293
H -4.4520 1.1927 -1.1754
H -5.1068 -0.1700 0.7184
H -4.8037 0.4545 2.3640
H -3.3670 -1.2664 -0.3957
C -0.4075 -1.0341 0.5563
C 0.6710 -1.3162 1.3531
C 1.6961 -0.3833 1.5539
C 1.6324 0.9035 0.9564
N 2.5794 1.8369 1.1870
C 2.8293 3.0039 0.3859
C 3.7260 2.7002 -0.8354
O 3.1261 1.7787 -1.7147
C 3.2191 0.4318 -1.4855
C 2.2895 -0.3476 -2.1749
C 2.2800 -1.7189 -2.0291
C 3.1979 -2.3400 -1.1977
C 4.1343 -1.5730 -0.5305
C 4.1526 -0.1950 -0.6682
H 4.8952 0.3667 -0.1227
H 4.8585 -2.0453 0.1159
H 3.1882 -3.4115 -1.0727
H 1.5519 -2.3056 -2.5696
H 1.5820 0.1525 -2.8169
H 4.7135 2.3647 -0.5039
H 3.8484 3.6176 -1.4178
H 1.8892 3.4340 0.0385
H 3.3379 3.7423 1.0103
H 3.3449 1.5167 1.7785
C 0.5204 1.1530 0.1266
C -0.4578 0.2182 -0.0691
H -1.2935 0.4620 -0.7075
H 0.4351 2.1024 -0.3738
N 2.7996 -0.8205 2.3187
O 2.8653 -1.9967 2.6249
O 3.6759 -0.0136 2.6334
H 0.7582 -2.2673 1.8558
H -1.4957 -2.7796 1.1403
H -1.7549 -5.2428 -0.8265
H -3.4093 -5.3624 -1.3156

The SMILES is NC(=O)C[C@H](NC(=O)Cc1ccc(Cl)cc1)c1ccc(NCCOc2ccccc2)c([N+](=O)[O-])c1. As for the gap between HOMO and LUMO: 0.28697 hartree. The LUMO energy comes out at -0.26 eV.

***

Which of them is the most stable? Correct choice: 1.

***

1 | Density functional theory data (ωB97M-V/def2-TZVPD) for 2 unconnected molecules or ions with the total composition C2H7N3O2.

Cartesian coordinates (Å):
C -1.9113 -0.1493 -0.2877
C -0.5637 0.2595 0.6053
N -0.2122 1.4914 0.5382
N -0.0491 -0.7821 1.1911
N 1.8192 -0.3076 -0.9923
O -2.2143 -1.3190 -0.2018
O -2.4094 0.8655 -0.8176
H -0.9619 2.0386 -0.1023
H 0.4641 2.0028 1.1038
H -0.3987 -1.7060 1.0972
H 0.6963 -0.8752 1.8770
H 1.2913 -0.1720 -1.8252
H 2.7422 -0.0922 -1.4207
H 1.7074 -1.2544 -0.7651

As for the gap between HOMO and LUMO: 0.36271 hartree. The LUMO energy comes out at 0.45 eV.

***

2 | Density functional theory data (ωB97M-V/def2-TZVPD) for 2 unconnected molecules or ions with the total composition C2H7N3O2.

Cartesian coordinates (Å):
C 0.9077 0.1375 0.1964
N 1.4132 1.3135 0.6734
N 1.5793 -0.9684 0.6176
O 0.3895 0.1297 -0.9836
H 1.1713 -1.8340 0.2952
H 1.9502 1.3107 1.5275
H 1.0656 2.1376 0.2049
H 1.8852 -0.9701 1.5798
N -2.0318 -0.6123 -1.2163
C -1.5686 0.2586 -0.2650
O -1.4324 -0.1130 0.9517
H -2.1997 -1.5638 -0.9224
H -1.5471 -0.5460 -2.1074
H -1.5824 1.3200 -0.5517

The SMILES is NC(N)=O.NC=O. As for the gap between HOMO and LUMO: 0.36724 hartree. The LUMO energy comes out at 0.74 eV.

***

Which of them is the most stable? Correct choice: 2.